Record 1
# C2H23O10V

A structure of composition C2H23O10V at a distorted geometry (ωB97M-V/def2-TZVPD, OMol25).

Last column: Mulliken spin population.
Atoms and positions in Å:
V1 0.337919 -0.471913 -3.571211  3.047
O1 1.376281 -4.381289 0.788435  0.647
O2 2.691059 3.740677 -0.560396  0.000
O3 -0.327775 -0.046253 -1.551565  -0.064
O4 -2.078144 -1.554742 2.729396  0.001
O5 -1.294274 -3.687750 0.914899  0.004
O6 0.422682 1.695495 -3.847277  0.012
O7 -3.198719 0.099638 -1.833397  0.002
O8 0.087480 3.169560 -1.546440  0.000
O9 -1.925478 1.107786 3.306383  0.000
O10 3.495433 -2.191596 0.630836  0.404
C1 0.055537 -0.299262 -0.192448  0.012
C2 0.859694 0.812023 0.444119  0.002
H1 -1.553365 1.826110 2.794757  0.000
H2 2.651907 -1.822926 0.893087  -0.014
H3 3.104654 3.964410 -1.394139  0.000
H4 3.774003 -2.712875 1.383763  -0.011
H5 -2.296759 -0.052342 -1.551238  0.002
H6 -2.018404 1.465125 4.189499  0.000
H7 1.831723 3.396258 -0.803588  0.000
H8 0.249099 2.371571 -3.192274  0.001
H9 -0.519759 3.808569 -1.173392  0.000
H10 1.359170 0.566512 1.381316  0.000
H11 0.587549 -1.248449 -0.256406  -0.009
H12 0.569894 2.180316 -4.659378  -0.002
H13 -3.132448 0.800681 -2.481762  0.000
H14 -1.781246 -0.656217 2.873412  0.000
H15 -0.187416 2.331595 -1.174315  0.002
H16 -3.033496 -1.495446 2.733897  0.000
H17 -1.641250 -2.918873 1.367289  0.000
H18 1.690319 1.300226 -0.065616  -0.001
H19 1.377966 -4.670326 1.700944  -0.015
H20 -1.376366 -3.476411 -0.015059  0.000
H21 0.484022 -4.069503 0.637100  -0.017
H22 -0.833995 -0.515064 0.399374  -0.002
H23 0.192505 1.634683 0.701395  0.000

Force components x, y, z for each atom (eV/Å):
V -1.1 2.1 3.1
O 2.4 -0.2 -0.9
O 0.3 -0.3 0.3
O 0.8 -0.1 -2.3
O 0.2 -1.1 -0.7
O 1.3 -0.7 -0.7
O 0.2 -1.8 -1.0
O -0.3 -0.3 -0.1
O 0.1 -0.2 -0.6
O 0.1 -0.1 -0.3
O -0.4 -0.6 -0.7
C 0.6 -0.7 -1.2
C 0.2 0.8 0.6
H 0.0 0.2 -0.1
H -0.6 0.7 0.2
H 0.2 0.2 -0.1
H 0.6 -0.4 0.7
H 0.5 0.0 0.1
H -0.1 0.0 0.4
H -0.3 0.2 -0.2
H -0.3 0.7 1.5
H -0.2 0.5 0.0
H -0.4 -0.5 0.3
H 0.5 -0.3 0.5
H 0.1 0.1 -0.6
H -0.2 0.3 -0.1
H 0.0 0.7 0.3
H -0.2 -0.6 0.2
H -0.3 0.0 0.1
H -0.3 0.9 1.0
H -0.1 -0.5 -0.9
H 0.1 -0.4 1.2
H -0.6 0.0 -0.4
H -2.5 0.9 0.1
H -0.2 0.2 0.0
H -0.1 0.0 0.1

Values from the calculation:
Net charge: +2
Gap between HOMO and LUMO (spin up / spin down) in Eh: 0.2631 / 0.0981
E_LUMO (spin up / spin down) in eV: -8.684 / -13.173
2S+1: 5
⟨S²⟩: 6.026

***

Record 2
# C2H24N2O9

A cluster of 10 separate species, C2H24N2O9 in total at a distorted geometry (ωB97M-V/def2-TZVPD, OMol25).

Last column: natural (NBO) charge in e.
Atoms and positions in Å:
O1 0.269485 -1.104092 2.396918  -0.990
O2 -2.612061 -2.398120 1.238305  -0.978
O3 -2.142386 -0.359629 3.402728  -0.946
O4 -2.636447 1.787584 0.378247  -0.941
O5 1.642957 1.698836 2.198076  -0.980
O6 0.498662 -2.916600 -0.671480  -0.936
O7 -1.600525 1.620238 -2.110833  -0.990
O8 3.558089 -0.103598 1.005100  -0.947
O9 -1.733309 -1.167308 -1.437707  -0.988
N1 0.680263 -0.005464 -2.825817  -0.869
N2 2.190739 1.151663 -1.339439  -0.531
C1 1.364788 2.365268 -1.451438  -0.479
C2 1.765396 0.143003 -2.015746  0.277
H1 -2.050924 2.216479 -2.729575  0.478
H2 1.999092 1.039180 1.575220  0.505
H3 0.513896 -0.913696 -3.250545  0.401
H4 -1.640059 -1.187910 3.329925  0.483
H5 2.448819 -0.700887 -1.950325  0.146
H6 -2.708199 -0.664523 2.685489  0.458
H7 -1.065069 -0.731611 -1.931777  0.484
H8 -3.299384 1.064996 0.307115  0.477
H9 1.111813 2.363866 1.724306  0.471
H10 -2.115663 1.679953 -1.291122  0.510
H11 0.840235 -2.955778 0.230342  0.475
H12 1.364997 -2.925091 -1.075025  0.463
H13 0.374432 -0.133587 2.525597  0.510
H14 -2.092464 -3.061879 0.782906  0.495
H15 0.770779 -1.584019 3.107523  0.478
H16 -0.122774 0.631976 -2.698930  0.433
H17 -2.007901 1.318780 0.986346  0.496
H18 1.606201 2.824583 -2.427120  0.198
H19 -3.398943 -2.088117 0.755307  0.489
H20 -1.543726 -1.591406 -0.620416  0.490
H21 0.321643 2.215475 -1.241765  0.213
H22 4.321333 0.406990 0.706820  0.475
H23 1.748775 3.126836 -0.726125  0.194
H24 3.205245 -0.282311 0.107244  0.479

Force components x, y, z for each atom (eV/Å):
O 0.8 -0.6 0.7
O -0.4 0.8 0.6
O -0.4 -0.9 -0.5
O 0.0 -1.8 1.0
O -0.7 0.1 0.1
O 0.6 -0.2 0.6
O -0.4 0.5 -1.0
O 0.1 -0.4 -1.2
O -3.1 -0.1 -0.7
N -0.5 0.3 0.0
N -1.2 -0.3 -0.6
C 2.0 0.9 0.7
C 1.1 0.3 0.6
H 0.3 -0.3 0.2
H 0.2 0.5 -0.1
H 0.1 0.5 0.3
H 0.9 0.5 0.6
H -0.3 -0.4 -0.4
H -0.8 0.7 -0.2
H 1.3 0.1 0.5
H 0.2 0.8 -0.2
H 0.5 -0.6 0.0
H 0.1 -0.1 0.4
H -0.7 0.2 0.6
H 0.2 0.0 -1.1
H 0.2 -0.8 0.3
H -0.4 -0.1 -0.5
H -0.5 1.2 -1.0
H 0.6 -0.3 -0.3
H -0.3 0.9 -0.6
H -0.8 -0.2 0.1
H 0.8 -0.9 -0.2
H 1.4 -0.1 0.6
H -0.4 0.0 -0.3
H 0.1 0.3 0.6
H -0.3 -0.7 -0.3
H -0.4 0.2 0.7

Values from the calculation:
Energy relative to the best compared isomer or geometry (same formula, charge and spin) in kJ/mol: 115.3
Structure (SMILES): C/N=C\N.O.O.O.O.O.O.O.O.O
Gap between HOMO and LUMO in Eh: 0.3441
E_LUMO in eV: 0.122

***

Record 3
# C2H25O11Pb2

A structure of composition C2H25O11Pb2 at a distorted geometry (ωB97M-V/def2-TZVPD, OMol25).

Last column: natural (NBO) charge in e.
Atoms and positions in Å:
Pb1 4.774685 4.842485 1.726261  1.441
Pb2 1.136600 4.021912 -3.490155  1.486
O1 -2.121175 5.775199 2.791690  -0.933
O2 -2.216960 -5.029682 1.602970  -0.956
O3 0.534461 2.403227 0.743432  -0.384
O4 -0.805493 -3.665056 -2.301367  -0.961
O5 3.206987 -3.530904 -2.121880  -0.934
O6 2.699258 -0.953567 6.808216  -0.936
O7 -0.095260 0.274587 -4.972985  -0.979
O8 5.492384 0.793130 2.522702  -0.971
O9 -6.883203 -2.944867 -0.447406  -0.924
O10 -3.188193 4.031813 -3.616185  -0.973
O11 4.637214 1.131071 -2.861349  -0.976
C1 -0.012019 1.195444 1.092087  -0.139
C2 -1.458227 0.992668 0.759518  -0.647
H1 0.254266 -0.201739 -5.726101  0.493
H2 -0.681884 -0.349424 -4.545549  0.491
H3 -1.727177 -0.001087 1.117580  0.246
H4 -2.605706 5.552272 3.586530  0.483
H5 -2.720265 -4.973880 2.415249  0.477
H6 2.611347 -1.774615 6.324072  0.469
H7 3.314796 -3.742015 -1.194492  0.468
H8 6.040464 0.265558 3.103653  0.502
H9 -0.698801 -4.531992 -2.692852  0.484
H10 -6.031566 -2.662898 -0.113577  0.457
H11 4.621543 0.402238 2.593867  0.476
H12 2.346410 -3.115180 -2.174902  0.466
H13 -1.078655 -3.840337 -1.400872  0.478
H14 -4.034992 3.645754 -3.840067  0.499
H15 -1.653578 0.986841 -0.312820  0.224
H16 0.523416 0.396704 0.578822  0.275
H17 4.545957 0.283499 -2.425992  0.489
H18 -6.803531 -2.873986 -1.398650  0.467
H19 1.804308 -0.622556 6.883845  0.468
H20 5.561403 1.176755 -3.106340  0.488
H21 -1.672651 4.965189 2.548916  0.451
H22 -2.230844 -5.959337 1.375425  0.479
H23 -3.407220 4.862855 -3.194732  0.478
H24 0.163862 1.058280 2.159025  0.240
H25 -2.141961 1.715637 1.204413  0.241

Force components x, y, z for each atom (eV/Å):
Pb 0.1 -0.4 0.2
Pb -0.5 -0.7 0.0
O 0.3 0.1 -0.3
O 0.2 0.3 -0.2
O 0.0 -0.6 0.0
O 0.2 0.4 -0.1
O 0.2 0.3 -0.1
O 0.2 0.3 -0.2
O 0.2 0.6 0.3
O -0.2 0.7 -0.4
O -0.1 0.0 0.1
O 0.8 0.0 0.1
O -0.4 0.6 0.2
C -0.8 2.2 -0.5
C -0.6 -0.4 -0.3
H 0.1 -0.1 -0.3
H -0.2 -0.2 0.1
H -0.2 0.0 0.1
H -0.2 0.0 0.3
H -0.2 0.0 0.2
H 0.0 -0.3 0.0
H 0.1 -0.2 0.2
H 0.3 -0.2 0.2
H 0.0 -0.3 -0.2
H 0.2 0.0 0.1
H -0.2 -0.3 0.1
H -0.4 -0.1 -0.1
H -0.2 -0.1 0.3
H -0.3 -0.2 -0.2
H 0.1 0.1 -0.1
H 0.9 -0.6 -0.1
H 0.0 -0.4 0.0
H -0.1 0.0 -0.3
H -0.2 0.1 0.2
H 0.3 0.0 -0.2
H 0.0 -0.2 0.0
H 0.0 -0.3 -0.1
H -0.2 0.2 0.1
H 0.6 -0.4 0.6
H 0.2 0.1 0.2

Values from the calculation:
Net charge: +3
Gap between HOMO and LUMO in Eh: 0.0773
E_LUMO in eV: -13.380

***

Record 4
# C2H25O13

A cluster of 12 separate species, C2H25O13 in total at a distorted geometry (ωB97M-V/def2-TZVPD, OMol25).

Last column: natural (NBO) charge in e.
Atoms and positions in Å:
O1 -21.910570 24.551730 26.888370  -0.951
O2 -24.135610 25.597400 24.459130  -0.987
O3 -20.510040 24.141540 20.953350  -0.942
O4 -23.068820 22.788260 23.962790  -0.845
O5 -20.535800 22.308580 25.629460  -0.966
O6 -22.211720 23.417330 18.928080  -0.958
O7 -21.730290 19.037680 24.160740  -0.954
O8 -25.889900 22.891720 25.861440  -0.988
O9 -24.735840 23.279390 22.599760  -0.766
O10 -20.284040 21.265220 19.059260  -0.946
O11 -25.777570 25.744390 21.979660  -1.004
O12 -27.782770 23.284840 24.002730  -0.950
O13 -24.028850 20.432760 24.812510  -0.990
C1 -23.671770 22.705480 22.848290  0.781
C2 -23.057060 21.768150 21.837990  -0.747
H1 -19.450570 21.557960 19.427850  0.463
H2 -19.714050 23.649810 20.751260  0.448
H3 -21.342200 22.096840 25.159240  0.499
H4 -21.833260 23.724490 26.413050  0.489
H5 -21.073280 24.010440 20.190590  0.481
H6 -20.943070 21.800910 19.500790  0.481
H7 -25.352900 24.904450 22.153990  0.503
H8 -23.959090 20.619880 25.748640  0.469
H9 -23.905840 24.772730 24.030930  0.497
H10 -23.527600 21.130430 24.390320  0.489
H11 -22.023320 21.631660 22.155560  0.210
H12 -22.325750 18.925180 24.901680  0.478
H13 -22.432450 22.733540 18.295670  0.490
H14 -25.607410 26.266620 22.763590  0.481
H15 -26.689090 23.013320 25.348860  0.488
H16 -22.110670 19.755100 23.653940  0.472
H17 -28.131730 22.508860 23.564200  0.470
H18 -20.137770 23.013110 25.118150  0.472
H19 -22.988460 22.178460 20.830490  0.219
H20 -25.349300 22.308740 25.328410  0.475
H21 -27.522610 23.867220 23.289020  0.501
H22 -24.340840 25.350550 25.360890  0.480
H23 -21.052750 24.676300 27.294400  0.453
H24 -22.311040 24.235520 18.441310  0.488
H25 -23.477000 20.762320 21.830680  0.220

Force components x, y, z for each atom (eV/Å):
O -0.3 0.6 0.3
O -0.1 1.0 0.0
O 0.4 0.2 0.5
O 0.4 -0.2 0.1
O 0.4 -0.1 0.6
O -0.2 0.1 -0.2
O 0.8 -0.5 -0.2
O 0.4 -0.1 1.1
O -0.4 0.2 -0.6
O 0.1 -0.3 -0.3
O -0.8 0.7 -0.6
O -0.8 0.0 0.0
O -0.8 -1.2 0.4
C -0.2 -0.2 0.5
C 1.4 -0.3 -0.3
H 0.2 0.0 0.1
H 0.2 0.0 0.0
H -0.5 0.0 -0.6
H 0.1 -0.3 -0.2
H -0.3 -0.2 -0.2
H -0.2 0.2 0.3
H 0.4 -0.7 0.3
H 0.0 0.2 0.3
H 0.0 -0.6 0.0
H 0.4 1.1 -0.1
H 0.2 0.0 0.0
H -0.3 0.2 0.0
H 0.0 -0.3 -0.2
H 0.3 -0.1 0.4
H -0.2 0.2 -0.4
H -0.2 0.1 0.0
H 0.0 -0.2 -0.1
H 0.0 0.2 -0.3
H -0.5 0.0 0.1
H 0.2 0.0 -0.4
H 0.5 0.4 -0.2
H 0.0 -0.3 0.2
H 0.2 -0.1 0.1
H -0.1 0.3 -0.1
H -0.5 0.2 -0.1

Values from the calculation:
Net charge: -1
Energy relative to the best compared isomer or geometry (same formula, charge and spin) in kJ/mol: 136.1
Gap between HOMO and LUMO in Eh: 0.3032
E_LUMO in eV: 2.199

***

Record 5
# C2H27NO12

A cluster of 12 separate species, C2H27NO12 in total at a distorted geometry (ωB97M-V/def2-TZVPD, OMol25).

Last column: natural (NBO) charge in e.
Atoms and positions in Å:
O1 1.472024 -2.521923 -0.018265  -1.000
O2 1.237375 4.503107 -1.461870  -0.945
O3 -3.903139 0.455005 2.815644  -0.974
O4 3.654236 -0.154760 -0.761881  -0.982
O5 -0.829447 -2.542008 2.587435  -0.968
O6 1.592203 -1.492187 3.069366  -0.951
O7 2.376729 -1.391786 -3.019405  -0.947
O8 1.205046 2.508929 0.872223  -0.948
O9 -0.183569 -0.533125 -2.842091  -1.006
O10 -0.921262 -1.312281 -0.371355  -0.730
O11 1.182357 1.751832 -2.728737  -1.001
O12 -1.763162 2.178232 2.281471  -0.970
N1 -2.921934 -1.509573 0.582401  -0.783
C1 -2.558457 0.330350 -0.977300  -0.719
C2 -2.035894 -0.803026 -0.149355  0.716
H1 1.376765 -3.466039 -0.167912  0.475
H2 2.574832 -2.335910 -3.126979  0.488
H3 -0.503291 -0.830993 -1.948281  0.489
H4 -3.631092 0.437250 -0.941039  0.231
H5 -0.179835 -2.935691 2.005999  0.473
H6 -3.602910 1.337486 2.560619  0.500
H7 1.713441 1.916070 0.294487  0.472
H8 0.598185 -2.122532 0.148607  0.510
H9 2.996509 -0.516451 -1.368668  0.493
H10 2.507581 -1.356633 3.346641  0.468
H11 -2.199621 0.099331 -1.980189  0.268
H12 -2.127460 1.310798 -0.725538  0.236
H13 3.259370 -1.080013 -3.273898  0.489
H14 1.845079 3.240302 0.786938  0.476
H15 0.349157 4.315371 -1.809556  0.467
H16 -1.383492 2.442414 1.436682  0.489
H17 2.135721 1.700651 -2.612359  0.468
H18 -3.425318 0.218924 3.613405  0.474
H19 -0.429632 -2.245236 3.406364  0.495
H20 1.415888 3.550724 -1.391788  0.471
H21 -2.808252 -2.400120 1.029242  0.417
H22 1.728449 -1.433904 2.111850  0.480
H23 -3.691834 -1.036559 1.051127  0.417
H24 3.531725 -0.508052 0.130360  0.478
H25 0.683404 0.968403 -2.406720  0.504
H26 -1.021786 2.221095 2.899425  0.486
H27 0.685312 -0.957475 -2.947098  0.493

Force components x, y, z for each atom (eV/Å):
O 0.5 0.3 0.4
O -0.7 -1.0 -0.1
O -0.7 -0.2 -0.2
O 0.4 0.6 0.2
O -1.4 -0.2 -0.2
O 1.0 0.3 -0.3
O 1.5 -0.8 -0.4
O 1.3 0.2 -0.6
O -0.3 -0.3 0.7
O -0.1 0.8 0.1
O -0.2 0.9 0.3
O 0.1 0.2 0.1
N -1.6 1.2 0.6
C 0.6 0.8 0.3
C -0.3 -2.5 0.1
H -0.3 0.1 0.1
H -0.7 -0.1 0.3
H 0.5 -0.1 -0.6
H -0.3 -0.2 0.0
H 0.5 0.1 0.4
H 0.4 -0.2 0.2
H -0.6 -0.7 0.1
H -0.2 -0.3 -0.5
H -0.3 -0.5 0.6
H -0.2 -0.1 0.5
H -0.4 0.2 -0.1
H 0.1 -0.4 0.1
H -0.3 0.7 -0.1
H -0.8 0.4 0.5
H 0.0 1.0 -0.1
H 0.2 0.0 0.0
H -0.2 -0.5 0.2
H 0.2 0.1 -0.1
H 0.6 -0.1 -0.3
H 0.7 0.1 0.1
H 1.3 -0.1 -0.1
H -0.6 -0.2 -0.1
H 0.2 0.4 -0.5
H -0.3 -0.2 -0.7
H 0.6 0.0 -0.5
H -0.1 0.0 -0.2
H -0.4 0.1 -0.1

Values from the calculation:
Energy relative to the best compared isomer or geometry (same formula, charge and spin) in kJ/mol: 0.0
Structure (SMILES): CC(N)=O.O.O.O.O.O.O.O.O.O.O.O
Gap between HOMO and LUMO in Eh: 0.3799
E_LUMO in eV: -0.030

***

Record 6
# C2H2AgFO2

A structure of composition C2H2AgFO2 at a distorted geometry (ωB97M-V/def2-TZVPD, OMol25).

Last column: Mulliken spin population.
Atoms and positions in Å:
Ag1 0.972296 0.225851 -1.800641  0.853
F1 1.256962 1.104897 -3.362993  0.250
O1 -1.512882 1.455771 0.553344  0.002
O2 0.700634 -0.706170 -0.159022  -0.066
C1 -0.997667 0.501625 0.838635  0.037
C2 -0.062741 -0.681951 0.924232  -0.061
H1 0.380561 -0.351086 1.922874  -0.008
H2 -0.737164 -1.548935 1.083571  -0.008

Force components x, y, z for each atom (eV/Å):
Ag 0.0 0.2 -0.2
F 0.3 0.8 -1.5
O 0.3 -0.7 0.5
O 0.1 -1.0 1.5
C -0.9 1.1 -0.9
C -0.6 0.5 1.3
H 0.3 -0.9 -0.8
H 0.4 0.1 0.1

Values from the calculation:
Net charge: +1
Energy relative to the best compared isomer or geometry (same formula, charge and spin) in kJ/mol: 59.2
Gap between HOMO and LUMO (spin up / spin down) in Eh: 0.3666 / 0.2595
E_LUMO (spin up / spin down) in eV: -5.907 / -8.724
2S+1: 2
⟨S²⟩: 0.752

***

| no. | electronic energy (a.u.) |
| --- | --- |
| 1 | -1785.58158 |
| 2 | -877.22665 |
| 3 | -1303.10990 |
| 4 | -1069.42428 |
| 5 | -1050.04409 |
| 6 | -474.26710 |